[1]
Below is 6 unconnected molecules or ions with the total composition C7H23NO5 in a non-equilibrium geometry, with properties calculated with ωB97M-V with the def2-TZVPD basis set.

The value obtained for the HOMO energy (alpha / beta) is 0.8 / -6.3 eV. The calculation puts the lowest unoccupied orbital energy (alpha / beta) at 3.030 / 2.975 eV. As for the total charge: -1. The relative energy (zero: lowest compared OMol25 entry of this formula, charge and spin) is 0.0 kcal/mol. Its spin multiplicity is 2. The gap between HOMO and LUMO (alpha / beta) is 0.0814 / 0.3393 hartree.

Geometry (Å):
C  -1.1291  -1.6942  0.0815
C  -1.1122  -0.6049  -0.9747
C  0.0922  0.2732  -0.9901
C  1.0506  0.2781  -0.0758
C  0.3372  1.0704  -2.2500
C  -0.8106  1.9459  -2.6628
C  -0.7172  3.1830  -3.1210
N  -1.3235  -1.2323  1.4550
H  -1.9172  -2.3873  -0.1744
H  -0.2080  -2.2715  0.0041
H  -2.0249  0.0065  -0.9835
H  -1.2388  -1.0755  -1.9618
H  1.1109  -0.2781  0.8577
H  1.8569  1.0067  -0.1469
H  1.2414  1.6822  -2.1539
H  0.6047  0.4185  -3.0879
H  -1.7868  1.4876  -2.5887
H  0.2581  3.6499  -3.1893
H  -1.5660  3.7942  -3.4002
H  -2.2978  -1.3486  1.7086
H  -1.0854  -0.2569  1.5227
H  0.9194  -3.0110  -2.3576
H  2.4179  -2.5573  -2.2497
O  1.5057  -2.2479  -2.3226
H  3.4470  -1.3145  0.6550
H  4.0227  -2.5395  1.3477
O  4.0391  -2.0636  0.5064
H  -1.9106  1.7780  1.1525
H  -3.1191  2.6933  0.6479
O  -2.6919  1.8295  0.5935
H  0.7903  -1.7703  4.5991
H  -0.1412  -1.1977  3.5542
O  0.2206  -0.9974  4.4369
H  -0.0636  1.0400  3.8006
H  0.3425  2.0645  2.6409
O  -0.1721  1.2881  2.8752

---

[2]
Below is a molecular structure, C7H24CaN7O10 in a non-equilibrium geometry, with properties calculated with ωB97M-V with the def2-TZVPD basis set.

The value obtained for the HOMO energy is -12.3 eV. The calculation puts the lowest unoccupied orbital energy at -2.054 eV. As for the total charge: +1. Its spin multiplicity is 1. The gap between HOMO and LUMO is 0.3775 hartree.

Geometry (Å):
Ca  0.1957  -0.0196  0.0068
N  -2.4481  -1.4541  -1.0089
O  -2.0754  -1.7574  -2.1307
O  -1.6333  -1.4112  -0.0097
O  -3.6245  -1.2243  -0.8227
C  -1.2124  1.4270  -2.6978
O  -1.1737  0.9970  -1.5070
N  -2.0648  0.8883  -3.6734
N  -0.4107  2.3828  -3.1528
H  -2.7150  0.1463  -3.3933
H  -1.8168  0.9871  -4.6128
H  -0.4705  2.8104  -4.0471
H  0.1668  2.8911  -2.4732
C  -0.1079  -2.1671  2.9290
O  0.3655  -1.1827  2.3505
N  -1.3832  -2.6132  2.6309
N  0.6535  -2.9676  3.8136
H  -1.5873  -3.5622  2.9394
H  -1.8407  -2.3972  1.7216
H  0.4118  -3.8543  4.2501
H  1.6012  -2.6834  4.0134
C  -1.3937  2.4392  1.8394
O  -0.3232  2.0317  1.3773
N  -1.5012  3.6402  2.4910
N  -2.5749  1.8360  1.7307
H  -0.6195  4.0794  2.7215
H  -2.3535  3.8830  3.0037
H  -3.3521  2.1812  2.3189
H  -2.6776  1.0506  1.1304
C  2.8086  2.0359  -0.2094
C  2.9818  1.5001  1.1714
O  2.3188  0.2396  1.1570
O  1.4284  2.0646  -0.6452
H  3.3403  1.4087  -0.9163
H  3.1962  3.0506  -0.3174
H  2.5393  2.2616  1.9260
H  3.9608  1.4520  1.6632
H  1.8986  -0.0788  1.9738
H  0.8634  2.6979  -0.1442
C  0.9092  -2.2429  -2.5061
C  1.7948  -2.7349  -1.3459
O  1.2958  -2.2061  -0.1060
O  0.6055  -0.8645  -2.3470
H  -0.0109  -2.7817  -2.3777
H  1.3085  -2.5496  -3.5294
H  2.8491  -2.3722  -1.3563
H  1.8504  -3.7715  -1.2230
H  0.3971  -2.6042  -0.0547
H  -0.3700  -0.8817  -2.5515

---

[3]
Below is a molecular structure, C7H24ClF3GaO10S2 in a non-equilibrium geometry, with properties calculated with ωB97M-V with the def2-TZVPD basis set.

The value obtained for the HOMO energy is -4.0 eV. The calculation puts the lowest unoccupied orbital energy at 2.026 eV. As for the total charge: -1. The relative energy (zero: lowest compared OMol25 entry of this formula, charge and spin) is 0.0 kcal/mol. Its spin multiplicity is 1. The gap between HOMO and LUMO is 0.2229 hartree.

Geometry (Å):
C  -2.8738  2.8052  0.7555
C  -2.7236  2.1095  -0.4009
Ga  -0.9526  1.2608  -0.7462
C  -1.0614  -0.7634  -0.9095
C  -0.1801  -1.3480  0.2159
C  0.4321  -2.7385  -0.1026
C  1.9570  -2.7781  -0.1842
S  2.6333  -2.2202  -1.7352
O  3.8059  -1.4346  -1.4668
O  1.6242  -1.7146  -2.6066
Cl  3.3371  -3.9890  -2.5697
S  0.1572  2.1736  -2.6950
O  -0.1323  3.5907  -2.9109
O  -0.0378  1.3182  -3.8654
C  2.0214  2.1750  -2.3713
F  2.3285  1.1143  -1.6083
F  2.3798  3.2647  -1.6874
F  2.7795  2.1132  -3.4772
H  -3.6462  2.6153  1.4982
H  -2.1484  3.6046  0.9169
H  -3.5724  1.9640  -1.0718
H  0.0176  1.6364  0.4724
H  -0.7227  -1.0823  -1.8960
H  -2.1136  -1.0110  -0.7562
H  -0.8052  -1.4560  1.1020
H  0.6214  -0.6322  0.4163
H  -0.0354  -3.1930  -0.9800
H  0.1910  -3.4062  0.7350
H  2.4051  -2.1403  0.5795
H  2.3319  -3.7880  -0.0223
O  -2.2213  1.5488  3.6262
H  -1.8726  2.4471  3.6832
H  -2.2807  1.2432  4.5348
O  -5.4459  1.0375  0.6885
H  -6.0127  0.7238  -0.0211
H  -5.3633  0.3005  1.3028
O  -1.5921  4.2614  4.7601
H  -0.7577  4.3113  5.2358
H  -2.0156  5.1117  4.9062
O  5.7853  0.2973  -3.3405
H  5.6260  -0.6362  -3.1715
H  4.9132  0.6426  -3.5639
O  4.0824  -4.4476  1.4368
H  4.5197  -5.2705  1.6735
H  4.7991  -3.8316  1.2509
O  -3.2577  -1.5617  1.4639
H  -3.8413  -1.9612  0.8110
H  -3.0820  -2.2664  2.0952

---

[4]
Below is 6 unconnected molecules or ions with the total composition C7H24N5O8 in a non-equilibrium geometry, with properties calculated with ωB97M-V with the def2-TZVPD basis set.

The value obtained for the HOMO energy (alpha / beta) is -9.6 / -9.6 eV. The calculation puts the lowest unoccupied orbital energy (alpha / beta) at -0.574 / -5.785 eV. Its spin multiplicity is 2. The gap between HOMO and LUMO (alpha / beta) is 0.3319 / 0.1402 hartree.

Geometry (Å):
O  -16.6115  -22.5100  19.8550
C  -16.1315  -21.2513  20.1574
O  -15.1884  -21.1226  20.9431
O  -16.6662  -20.2116  19.7741
H  -16.0514  -23.0217  20.4433
C  -14.7125  -20.5956  24.8499
O  -14.5107  -20.5373  26.0618
N  -15.4244  -21.3846  24.1406
N  -14.1767  -19.7896  23.9797
H  -15.3774  -21.3302  23.1331
H  -15.8120  -22.1789  24.6293
H  -13.5748  -19.0162  24.2241
H  -14.7311  -19.8508  23.1377
C  -19.7989  -18.1071  19.4884
O  -20.0520  -18.4430  18.3039
N  -20.5144  -17.4529  20.3359
N  -18.8218  -18.5844  20.1880
H  -20.1220  -17.3510  21.2610
H  -21.3693  -17.0700  19.9583
H  -19.0106  -18.4705  21.1736
H  -18.2169  -19.3349  19.8864
C  -11.1088  -20.1645  20.0874
C  -11.3703  -21.4411  20.9107
C  -11.5203  -21.3687  22.4276
O  -11.1040  -22.5727  22.9116
C  -11.9102  -23.1184  23.9274
N  -12.5514  -22.0707  20.2907
H  -11.9830  -19.5141  20.1161
H  -10.9656  -20.3331  19.0201
H  -10.2114  -19.6887  20.4829
H  -10.5331  -22.1041  20.6926
H  -12.5654  -21.1757  22.6698
H  -11.0275  -20.5167  22.8960
H  -11.2913  -23.9446  24.2775
H  -12.8273  -23.5474  23.5238
H  -12.0813  -22.5215  24.8232
H  -12.5978  -22.9547  20.7771
H  -13.3304  -21.6089  20.7379
O  -14.6897  -18.3428  19.7034
H  -14.2025  -18.1872  20.5125
H  -15.4019  -18.9281  19.9609
O  -16.9652  -22.0037  17.2647
H  -16.6006  -22.8650  17.0611
H  -17.0163  -21.9845  18.2203

---

[5]
Below is a molecular structure, C7H24O15V3 in a non-equilibrium geometry, with properties calculated with ωB97M-V with the def2-TZVPD basis set.

The value obtained for the HOMO energy (alpha / beta) is -6.9 / -8.2 eV. The calculation puts the lowest unoccupied orbital energy (alpha / beta) at -2.818 / -2.814 eV. Its spin multiplicity is 2. The gap between HOMO and LUMO (alpha / beta) is 0.1512 / 0.1990 hartree.

Geometry (Å):
O  3.5060  2.1078  1.4589
V  2.1655  2.2915  0.6133
O  0.9436  2.1158  1.6366
O  -1.4241  -2.1953  -2.7181
V  0.0477  -2.4042  -2.0544
O  0.4989  -3.9309  -2.2060
O  5.0877  -0.4563  0.5094
V  3.9508  -1.4147  -0.0935
O  4.6273  -2.7802  -0.5903
C  1.4461  -0.6811  -0.6975
O  0.4951  -0.2831  -1.3707
O  2.1934  0.0921  -0.1303
O  1.8206  -1.8222  -0.8568
O  -1.7776  0.1180  0.4879
H  -2.2849  0.8848  0.2214
H  -0.9844  0.1575  -0.0465
O  -1.0073  -2.5086  -0.0648
H  -1.5491  -1.7943  0.2707
H  -0.9578  -3.1327  0.6593
O  0.6823  2.5202  -1.1310
H  -0.0678  2.9951  -1.4888
H  0.5629  1.6200  -1.4334
O  2.5728  0.7399  -3.3012
H  2.3702  1.0607  -4.1800
H  1.7324  0.7478  -2.8431
C  -2.7740  0.6396  -2.8175
C  -2.3947  2.1101  -2.8438
C  -3.5981  2.9895  -3.2151
O  -2.0269  2.5683  -1.5715
H  -3.3827  0.3691  -3.6804
H  -3.3804  0.4560  -1.9305
H  -1.8313  0.0984  -2.7368
H  -1.4399  2.1799  -3.3650
H  -4.0686  2.6870  -4.1507
H  -3.3239  4.0441  -3.1911
H  -4.3806  2.7168  -2.5069
H  -2.8092  2.4407  -1.0299
C  0.3773  -1.2369  3.0607
C  1.2954  -1.3415  4.2838
C  0.5825  -1.4094  5.6709
O  2.1256  -2.5061  4.1165
H  0.9586  -1.0246  2.1634
H  -0.3824  -0.4583  3.1293
H  -0.1690  -2.1706  2.9271
H  1.8870  -0.4323  4.1776
H  1.2347  -1.9318  6.3707
H  -0.4050  -1.8696  5.6385
H  0.5260  -0.3693  5.9921
H  2.7292  -2.5966  4.8575

---

[6]
Below is a molecular structure, C7H25CsN6O6 in a non-equilibrium geometry, with properties calculated with ωB97M-V with the def2-TZVPD basis set.

The value obtained for the HOMO energy is -9.1 eV. The calculation puts the lowest unoccupied orbital energy at -0.507 eV. The relative energy (zero: lowest compared OMol25 entry of this formula, charge and spin) is 305.0 kcal/mol. Its spin multiplicity is 1. The gap between HOMO and LUMO is 0.3148 hartree.

Geometry (Å):
Cs  -0.7085  2.2037  1.1967
O  0.2447  0.7451  -0.3646
H  -0.3899  0.0220  -0.1944
C  -2.7506  1.1881  -0.4317
O  -2.6622  1.5336  0.7310
N  -1.6999  0.8028  -1.1027
N  -3.7778  1.1668  -1.1467
H  -0.8089  0.7112  -0.6362
H  -1.7965  0.8397  -2.1074
H  -4.6611  1.2379  -0.6620
H  -3.7289  0.5734  -1.9626
C  1.3400  2.6708  -2.1173
O  1.8696  3.2552  -3.0598
N  1.9253  2.1186  -1.0730
N  0.0938  2.4452  -1.9540
H  2.9114  2.2832  -0.9296
H  1.3586  1.6598  -0.3741
H  -0.6011  2.8145  -2.5871
H  -0.1976  1.7816  -1.2505
C  0.8937  -3.0553  -0.7976
O  1.3686  -4.1282  -1.0527
N  1.5444  -1.9409  -0.4252
N  -0.4167  -2.8610  -0.6472
H  1.0473  -1.0921  -0.1959
H  2.5486  -1.9586  -0.5314
H  -1.0603  -3.5078  -1.0803
H  -0.7895  -2.0893  -0.1128
C  -2.1491  -0.9911  1.1793
C  -1.0269  -1.3895  2.1870
O  -1.3267  -1.1119  3.5862
H  -2.0605  -1.2842  0.1332
H  -2.1396  0.0978  1.2271
H  -2.9943  -1.3968  1.7354
H  -0.1359  -0.8544  1.8585
H  -0.6436  -2.4086  2.1361
H  -1.9827  -0.4119  3.6218
C  3.4282  -0.3421  0.4799
C  2.3014  0.4662  1.2517
O  1.1848  -0.3374  1.2223
H  3.0828  -0.4223  -0.5508
H  3.6022  -1.3818  0.7568
H  4.4240  0.1011  0.4848
H  2.0737  1.4154  0.7666
H  2.6231  0.7623  2.2502
H  0.6423  0.0695  0.5428

---

> What is the formula in the fifth record?

C7H24O15V3